DFT (the ωB97M-V functional and the def2-TZVPD basis) results for a 10-piece molecular cluster, C83H75N9O15 overall.

Last column: Löwdin charge in e.
Cartesian coordinates (Å):
C (4.88, 5.38, -0.18)  -0.05
C (5.10, 4.61, 0.95)  -0.08
C (4.10, 3.81, 1.41)  -0.02
C (2.77, 3.73, 0.92)  -0.07
C (2.57, 4.41, -0.30)  -0.07
C (3.61, 5.25, -0.77)  0.00
C (1.38, 4.17, -1.18)  -0.31
O (1.25, 4.70, -2.25)  0.13
C (0.42, 3.19, -0.65)  -0.09
C (-0.57, 2.71, -1.48)  -0.03
C (-1.65, 1.91, -1.22)  -0.04
C (-1.49, 1.39, 0.04)  -0.09
C (-0.50, 1.69, 0.98)  0.01
C (0.50, 2.62, 0.63)  -0.06
C (1.63, 2.98, 1.59)  -0.24
O (1.83, 2.54, 2.72)  0.09
H (5.61, 6.02, -0.66)  0.11
H (6.15, 4.59, 1.21)  0.11
H (4.22, 3.22, 2.30)  0.11
H (3.43, 5.76, -1.70)  0.11
H (-0.70, 3.22, -2.42)  0.12
H (-2.41, 1.75, -1.97)  0.12
H (-2.23, 0.68, 0.38)  0.10
H (-0.45, 1.03, 1.83)  0.12
C (-4.52, -2.57, -8.91)  -0.05
C (-4.44, -2.32, -10.30)  -0.03
C (-4.05, -3.47, -11.08)  0.02
C (-3.76, -4.72, -10.45)  -0.07
C (-3.87, -4.86, -9.04)  -0.10
C (-4.11, -3.78, -8.27)  -0.02
C (-3.64, -6.26, -8.46)  -0.27
O (-3.91, -6.56, -7.33)  0.12
C (-2.86, -7.28, -9.24)  -0.08
C (-2.24, -8.40, -8.64)  -0.02
C (-1.50, -9.31, -9.35)  -0.07
C (-1.63, -9.29, -10.74)  -0.05
C (-2.01, -8.08, -11.34)  0.00
C (-2.73, -7.08, -10.63)  -0.06
C (-3.27, -5.85, -11.36)  -0.24
O (-3.16, -5.61, -12.58)  0.07
H (-4.80, -1.77, -8.24)  0.09
H (-4.62, -1.35, -10.74)  0.10
H (-3.79, -3.42, -12.13)  0.10
H (-4.10, -3.82, -7.19)  0.12
H (-2.25, -8.48, -7.57)  0.12
H (-1.06, -10.13, -8.80)  0.11
H (-1.28, -10.06, -11.41)  0.10
H (-1.96, -8.02, -12.42)  0.11
C (19.19, -1.36, -0.05)  -0.08
C (19.66, -1.28, -1.36)  -0.03
C (18.85, -0.59, -2.26)  -0.02
C (17.70, 0.08, -1.98)  -0.10
C (17.32, -0.04, -0.62)  -0.06
C (18.05, -0.77, 0.32)  -0.04
C (16.07, 0.72, -0.12)  -0.21
O (15.82, 0.84, 1.11)  0.06
C (15.10, 1.29, -1.13)  -0.06
C (13.77, 1.72, -0.81)  -0.03
C (12.79, 1.95, -1.71)  -0.05
C (13.20, 1.91, -3.08)  -0.07
C (14.47, 1.67, -3.47)  -0.02
C (15.46, 1.23, -2.51)  -0.04
C (16.86, 0.81, -2.98)  -0.24
O (17.29, 1.07, -4.11)  0.09
H (19.61, -1.97, 0.74)  0.11
H (20.64, -1.70, -1.53)  0.11
H (19.10, -0.42, -3.30)  0.12
H (17.78, -0.80, 1.36)  0.12
H (13.60, 1.81, 0.25)  0.11
H (11.76, 2.20, -1.50)  0.11
H (12.51, 2.31, -3.80)  0.10
H (14.84, 1.83, -4.48)  0.11
C (-10.52, -4.70, -8.88)  -0.06
C (-10.42, -5.95, -8.29)  -0.08
C (-10.24, -6.11, -6.94)  -0.02
C (-10.21, -4.98, -6.13)  -0.07
C (-10.27, -3.64, -6.68)  -0.04
C (-10.22, -3.58, -8.10)  0.00
C (-10.27, -2.37, -5.84)  -0.29
O (-10.51, -1.24, -6.24)  0.10
C (-10.02, -2.56, -4.38)  -0.06
C (-10.02, -1.50, -3.44)  -0.01
C (-9.65, -1.66, -2.11)  -0.07
C (-9.35, -2.93, -1.66)  -0.06
C (-9.56, -4.06, -2.49)  0.00
C (-9.82, -3.91, -3.84)  -0.06
C (-10.01, -5.18, -4.65)  -0.25
O (-9.96, -6.37, -4.27)  0.07
H (-10.56, -4.70, -9.96)  0.11
H (-10.72, -6.87, -8.75)  0.11
H (-10.09, -7.11, -6.57)  0.12
H (-10.07, -2.64, -8.62)  0.11
H (-10.19, -0.48, -3.77)  0.11
H (-9.64, -0.83, -1.42)  0.11
H (-9.20, -3.03, -0.60)  0.10
H (-9.42, -5.05, -2.08)  0.12
C (-0.64, -4.29, 4.74)  -0.08
C (-0.83, -3.72, 5.98)  -0.06
C (-2.05, -3.73, 6.72)  0.02
C (-3.19, -4.37, 6.13)  -0.05
C (-3.04, -4.85, 4.79)  -0.06
C (-1.73, -4.82, 4.12)  0.02
C (-4.16, -5.41, 4.06)  -0.28
O (-4.13, -5.72, 2.86)  0.08
C (-5.39, -5.70, 4.86)  -0.11
C (-6.37, -6.52, 4.34)  0.01
C (-7.61, -6.77, 5.04)  -0.03
C (-7.93, -5.97, 6.17)  -0.06
C (-6.86, -5.27, 6.77)  0.02
C (-5.54, -5.25, 6.17)  -0.08
C (-4.49, -4.53, 6.88)  -0.28
O (-4.59, -4.15, 8.05)  0.09
H (0.36, -4.28, 4.36)  0.11
H (-0.02, -3.30, 6.57)  0.10
H (-2.07, -3.33, 7.72)  0.11
H (-1.65, -5.21, 3.12)  0.12
H (-6.21, -7.08, 3.43)  0.11
H (-8.32, -7.39, 4.51)  0.10
H (-8.88, -5.94, 6.68)  0.10
H (-7.09, -4.92, 7.77)  0.11
C (0.67, 1.89, -8.51)  -0.91
O (1.84, 1.96, -8.62)  0.10
N (-0.14, 2.82, -8.73)  0.16
N (-0.06, 0.90, -8.19)  0.15
H (0.17, 3.70, -9.11)  0.13
H (-1.13, 2.69, -8.58)  0.12
H (0.63, 0.19, -8.02)  0.12
H (-0.85, 0.65, -8.78)  0.12
C (5.96, 6.74, -7.39)  -0.84
O (6.58, 7.67, -6.97)  0.06
N (5.95, 5.58, -6.91)  0.16
N (5.08, 6.79, -8.37)  0.15
H (5.45, 4.79, -7.30)  0.12
H (6.67, 5.33, -6.24)  0.13
H (4.80, 5.94, -8.84)  0.11
H (4.84, 7.75, -8.58)  0.12
C (7.26, 3.41, 9.28)  -0.81
O (7.62, 4.39, 8.69)  0.05
N (6.44, 2.57, 8.78)  0.15
N (7.61, 3.01, 10.50)  0.15
H (6.00, 1.80, 9.28)  0.11
H (5.89, 2.93, 8.02)  0.12
H (7.31, 2.16, 10.95)  0.11
H (8.42, 3.50, 10.84)  0.11
C (12.21, 5.84, 4.55)  -0.85
O (12.93, 6.27, 3.73)  0.09
N (11.24, 6.28, 5.21)  0.18
N (12.56, 4.68, 5.12)  0.12
H (11.04, 5.78, 6.07)  0.12
H (10.89, 7.21, 5.08)  0.13
H (13.36, 4.21, 4.73)  0.11
H (12.17, 4.29, 5.97)  0.10
C (-7.94, 6.89, 9.03)  -0.04
C (-7.75, 5.42, 9.63)  -0.39
C (-9.02, 4.61, 9.01)  -0.10
C (-8.73, 3.08, 9.15)  -0.21
C (-7.43, 2.66, 8.54)  -0.15
C (-6.09, 3.48, 8.84)  -0.49
N (-6.46, 4.88, 8.97)  -0.10
O (-5.44, 5.79, 9.43)  -0.03
C (-5.48, 2.87, 10.09)  -0.04
C (-5.03, 3.36, 7.71)  -0.04
C (-7.64, 5.38, 11.21)  -0.02
H (-7.86, 6.98, 7.95)  0.08
H (-7.29, 7.63, 9.51)  0.07
H (-8.99, 7.16, 9.12)  0.07
H (-9.96, 4.81, 9.52)  0.11
H (-9.09, 4.78, 7.93)  0.11
H (-9.47, 2.49, 8.63)  0.11
H (-8.63, 2.66, 10.14)  0.10
H (-7.51, 2.54, 7.46)  0.11
H (-7.35, 1.61, 8.81)  0.11
H (-6.26, 2.48, 10.75)  0.07
H (-4.77, 2.05, 9.94)  0.09
H (-4.96, 3.62, 10.69)  0.07
H (-4.62, 2.38, 7.46)  0.08
H (-5.31, 3.85, 6.78)  0.08
H (-4.17, 3.93, 8.03)  0.07
H (-6.88, 6.07, 11.57)  0.07
H (-7.39, 4.39, 11.58)  0.06
H (-8.65, 5.63, 11.53)  0.08
H (-5.20, 5.45, 10.30)  0.06

## Properties
spin multiplicity	1
LUMO	-1.41	eV
SMILES string	O=C1c2ccccc2C(=O)c2ccccc21.O=C1c2ccccc2C(=O)c2ccccc21.O=C1c2ccccc2C(=O)c2ccccc21.O=C1c2ccccc2C(=O)c2ccccc21.O=C1c2ccccc2C(=O)c2ccccc21.CC1(C)CCCC(C)(C)N1O.NC(N)=O.NC(N)=O.NC(N)=O.NC(N)=O
net charge	0
energy	-131405.52799	eV
frontier orbital gap	7.0	eV